No. 1
This record from the Open Molecules 2025 dataset describes C19H43N2O41P3S9 as an isolated structure. The level of theory is ωB97M-V/def2-TZVPD.

Properties
HOMO, eV: -8.073
Orbital gap, eV: 7.9
LUMO level, eV: -0.210

Last column: Mulliken charge in e.
Element x y z (Å)
1 N -0.3715 2.3910 4.5477  -0.546
2 P -0.5289 1.5375 3.1563  0.663
3 N 0.3180 2.5287 1.9085  0.083
4 P 2.0567 2.0555 2.1393  0.250
5 P 3.0636 3.3583 3.5669  0.777
6 O 3.3199 2.5666 4.9358  -0.643
7 O 4.6582 3.7146 2.8752  -0.522
8 O 2.2499 4.8762 3.8495  -0.444
9 C 0.0105 1.9894 0.4956  0.136
10 O 0.2250 0.7142 0.1347  -0.370
11 O -0.4910 2.9203 -0.5302  -0.416
12 H -1.3563 2.5538 4.9144  0.135
13 H -1.9154 1.2719 2.8036  0.012
14 H 0.1416 0.2520 3.1763  0.019
15 H 2.6415 2.2563 0.8378  0.082
16 H 4.5202 3.7107 1.8704  0.411
17 H 1.2424 4.7411 3.9323  0.346
18 H -1.0605 2.4557 -1.2166  0.323
19 C 3.4954 4.9430 -2.9661  -0.347
20 C 2.3869 3.9098 -2.7831  -0.168
21 O 3.0497 2.7240 -2.3502  -0.259
22 S 4.3551 3.1398 -1.4650  0.886
23 O 3.9925 3.0717 -0.0668  -0.419
24 O 5.5109 2.4681 -2.0120  -0.572
25 O 4.4134 4.7101 -1.8992  -0.296
26 H 4.0256 4.7889 -3.9114  0.291
27 H 3.1157 5.9674 -2.9256  0.293
28 H 1.8320 3.7263 -3.7062  0.358
29 H 1.6905 4.2144 -1.9946  0.127
30 C -0.5460 -1.1336 -2.9286  -0.346
31 C -0.0629 -2.2070 -1.9569  0.037
32 O -1.1235 -3.1577 -1.8937  -0.286
33 S -1.8766 -3.2083 -3.3396  0.955
34 O -1.3416 -4.3237 -4.0883  -0.566
35 O -3.2913 -3.0104 -3.1251  -0.576
36 O -1.2476 -1.8352 -3.9536  0.078
37 H -1.2484 -0.4490 -2.4423  0.258
38 H 0.2816 -0.5612 -3.3561  0.382
39 H 0.1532 -1.8038 -0.9646  0.306
40 H 0.8256 -2.7174 -2.3434  -0.068
41 C -5.6432 -1.2664 2.3091  -0.326
42 C -5.9688 -0.2863 1.1852  -0.318
43 O -5.9333 1.0032 1.7925  -0.321
44 S -4.8254 0.9946 2.9896  1.019
45 O -3.5958 1.5509 2.4704  -0.505
46 O -5.4558 1.4706 4.1990  -0.560
47 O -4.6456 -0.6220 3.0996  -0.272
48 H -6.5179 -1.4439 2.9430  0.284
49 H -5.2704 -2.2213 1.9290  0.323
50 H -6.9478 -0.4752 0.7384  0.308
51 H -5.2015 -0.3130 0.4043  0.254
52 C -1.8731 3.3875 9.2439  -0.325
53 C -3.3482 3.6666 8.9684  -0.315
54 O -3.3583 4.7999 8.1033  -0.330
55 S -2.0277 4.7590 7.1609  1.063
56 O -2.3937 4.1777 5.8884  -0.478
57 O -1.3442 6.0259 7.2801  -0.572
58 O -1.2006 3.6409 8.0116  -0.256
59 H -1.4757 4.0759 9.9967  0.281
60 H -1.7013 2.3574 9.5673  0.306
61 H -3.9107 3.8738 9.8819  0.314
62 H -3.8146 2.8311 8.4358  0.261
63 C -4.8802 -1.8027 -6.5058  -0.281
64 C -4.6305 -0.5858 -7.3927  -0.409
65 O -3.3215 -0.1366 -7.0501  -0.335
66 S -2.4133 -1.4239 -6.6273  1.102
67 O -1.6343 -1.8240 -7.7781  -0.633
68 O -1.8284 -1.1649 -5.3323  -0.459
69 O -3.6321 -2.4908 -6.4425  -0.313
70 H -5.1544 -1.5004 -5.4900  0.222
71 H -5.6562 -2.4571 -6.9118  0.332
72 H -5.3651 0.2064 -7.2295  0.318
73 H -4.6254 -0.8644 -8.4518  0.304
74 C 2.7932 -6.0906 -5.0158  -0.054
75 C 2.4675 -5.1106 -6.1397  -0.330
76 O 2.5031 -3.8211 -5.5324  -0.268
77 S 3.6109 -3.8297 -4.3353  0.969
78 O 4.8406 -3.2734 -4.8545  -0.571
79 O 2.9805 -3.3536 -3.1260  -0.443
80 O 3.7907 -5.4463 -4.2253  -0.306
81 H 1.9184 -6.2682 -4.3819  0.012
82 H 3.1659 -7.0456 -5.3959  0.322
83 H 1.4885 -5.2995 -6.5865  0.350
84 H 3.2349 -5.1373 -6.9206  0.268
85 C 2.8702 -3.9720 2.4294  -0.303
86 C 3.5383 -2.7685 3.0890  -0.334
87 O 2.4705 -1.8834 3.4192  -0.225
88 S 1.1424 -2.7629 3.7698  0.998
89 O 1.0573 -2.8982 5.2070  -0.567
90 O 0.0485 -2.2819 2.9583  -0.410
91 O 1.6601 -4.1814 3.1553  -0.299
92 H 2.6098 -3.7566 1.3881  0.219
93 H 3.4982 -4.8660 2.4691  0.310
94 H 4.2565 -2.2769 2.4284  0.326
95 H 4.0383 -3.0565 4.0198  0.285
96 C 2.0708 9.2537 1.2689  -0.422
97 C 1.9246 8.6125 -0.1085  -0.387
98 O 2.0384 7.2096 0.1190  -0.212
99 S 1.4288 6.8604 1.5910  1.151
100 O 0.0673 6.4044 1.4190  -0.601
101 O 2.4206 6.1158 2.3315  -0.427
102 O 1.3855 8.3843 2.1687  -0.333
103 H 3.1215 9.2992 1.5730  0.285
104 H 1.6386 10.2573 1.3049  0.307
105 H 2.6903 8.9527 -0.8097  0.320
106 H 0.9329 8.8068 -0.5305  0.317
107 C -0.7641 -8.8823 -1.1092  -0.355
108 C -0.2587 -7.5248 -1.5904  -0.210
109 O 1.1612 -7.5957 -1.4827  -0.218
110 S 1.6372 -9.1321 -1.7537  1.069
111 O 2.0505 -9.2393 -3.1353  -0.540
112 O 2.4659 -9.5554 -0.6491  -0.540
113 O 0.1742 -9.8359 -1.6047  -0.321
114 H -0.7619 -8.9387 -0.0158  0.305
115 H -1.7673 -9.1051 -1.4821  0.310
116 H -0.6500 -6.6986 -0.9920  0.311
117 H -0.5097 -7.3617 -2.6438  0.192


No. 2
This record from the Open Molecules 2025 dataset describes the molecule C12H19NO2S. The level of theory is ωB97M-V/def2-TZVPD.

Properties
HOMO, eV: -8.620
ΔE to the lowest compared entry with this formula, charge and spin, kcal per mole: 25.1
Orbital gap, eV: 9.2
LUMO level, eV: 0.605
Structure (SMILES): CNCCOC[C@H](O)CSc1ccccc1

Last column: Mulliken charge in e.
Element x y z (Å)
1 C -4.5556 -0.1700 0.7406  -1.011
2 N -3.1740 -0.5685 0.5980  -0.326
3 C -2.8320 -0.9609 -0.7555  -0.701
4 C -1.3224 -1.1938 -0.8972  -0.480
5 O -0.6277 -0.1762 -1.5942  -0.412
6 C -0.6784 1.1250 -1.0654  -0.681
7 C 0.0074 1.2909 0.3106  0.259
8 O -0.9237 1.5843 1.3321  -0.590
9 C 1.1042 2.3557 0.2847  -1.126
10 S 2.3980 1.9923 -0.9465  -0.172
11 C 2.9148 0.3930 -0.3380  -0.039
12 C 2.5915 -0.7438 -1.0608  -0.190
13 C 2.9746 -1.9838 -0.5799  -0.585
14 C 3.6744 -2.0832 0.6114  -0.417
15 C 3.9989 -0.9404 1.3243  -0.535
16 C 3.6243 0.3036 0.8487  -0.168
17 H -5.1936 -1.0214 0.4983  0.302
18 H -4.8447 0.6684 0.0847  0.315
19 H -4.7361 0.1171 1.7746  0.365
20 H -2.5589 0.1719 0.9247  0.295
21 H -3.3667 -1.8932 -0.9650  0.518
22 H -3.1539 -0.2252 -1.5164  0.299
23 H -0.9010 -1.3501 0.1043  0.393
24 H -1.1279 -2.0850 -1.4966  0.329
25 H -0.1650 1.7352 -1.8139  0.538
26 H -1.7167 1.4801 -0.9839  0.259
27 H 0.4528 0.3334 0.6013  0.213
28 H -1.2722 2.4735 1.1939  0.403
29 H 1.5648 2.4387 1.2702  0.398
30 H 0.6966 3.3259 -0.0060  0.552
31 H 2.0294 -0.6516 -1.9769  0.421
32 H 2.7198 -2.8741 -1.1353  0.395
33 H 3.9685 -3.0525 0.9859  0.385
34 H 4.5486 -1.0161 2.2509  0.380
35 H 3.8816 1.2007 1.3924  0.417


No. 3
This record from the Open Molecules 2025 dataset describes the molecule C5H7NO. The level of theory is ωB97M-V/def2-TZVPD.

Properties
HOMO, eV: -7.695
ΔE to the lowest compared entry with this formula, charge and spin, kcal per mole: 45.1
Orbital gap, eV: 8.5
LUMO level, eV: 0.781
Structure (SMILES): Cn1cccc1O

Last column: Mulliken charge in e.
Element x y z (Å)
1 C -1.8118 0.0868 0.4818  -0.838
2 N -0.4161 -0.1362 0.1985  0.164
3 C 0.1926 -1.3682 -0.0204  -0.291
4 C 1.4936 -1.1325 -0.2998  -0.674
5 C 1.7134 0.2844 -0.3985  -0.355
6 C 0.4919 0.8389 -0.0157  0.394
7 O 0.0734 2.1065 0.2115  -0.501
8 H -2.2585 0.7171 -0.2942  0.304
9 H -1.9291 0.5753 1.4502  0.284
10 H -2.3124 -0.8829 0.4878  0.290
11 H -0.3906 -2.2733 -0.0361  0.332
12 H 2.2797 -1.8326 -0.5451  0.406
13 H 2.0256 0.3342 -1.4346  0.139
14 H 0.8484 2.6827 0.2147  0.346


No. 4
This record from the Open Molecules 2025 dataset describes the molecule C3H5NO2. The level of theory is ωB97M-V/def2-TZVPD.

Properties
HOMO, eV: -9.102
ΔE to the lowest compared entry with this formula, charge and spin, kcal per mole: 57.3
Orbital gap, eV: 9.9
LUMO level, eV: 0.816

Last column: Mulliken charge in e.
Element x y z (Å)
1 C -1.1747 1.3072 0.0567  -0.713
2 N 0.2327 1.1370 -0.2863  0.066
3 C 1.0410 0.0852 -0.2842  -0.478
4 O 0.2851 -1.0377 -0.0046  -0.144
5 C 0.9950 -2.1943 0.1898  0.237
6 O 1.9765 -2.3306 0.8533  -0.405
7 H -1.6988 0.3535 0.0554  0.283
8 H -1.2789 1.7677 1.0444  0.267
9 H -1.6312 1.9763 -0.6760  0.291
10 H 0.6716 1.9843 -0.6158  0.271
11 H 0.5058 -3.0247 -0.3305  0.326


No. 5
This record from the Open Molecules 2025 dataset describes C25H32BrN10O2RuS2 as an isolated structure. The level of theory is ωB97M-V/def2-TZVPD.

Properties
HOMO (spin up / spin down), eV: -12.325 / -12.366
ΔE to the lowest compared entry with this formula, charge and spin, kcal per mole: 0.0
Total charge: +2
2S+1: 2
Orbital gap (spin up / spin down), eV: 7.1 / 6.9
LUMO level (spin up / spin down), eV: -5.218 / -5.425

Last column: Mulliken charge in e.
Element x y z (Å)
1 Ru -0.0779 0.1909 0.1067  0.007
2 N -0.5646 4.3667 1.0416  -0.213
3 C -0.0331 4.7057 2.3137  0.391
4 C -0.4507 5.8595 2.9527  -0.667
5 C 0.0547 6.1716 4.2075  -0.647
6 C 0.9438 5.3129 4.8332  -0.671
7 C 1.3366 4.1407 4.2009  -0.659
8 C 0.8666 3.8500 2.9304  0.575
9 S 1.4753 2.4286 2.0728  -0.259
10 N 0.1935 2.1564 0.9724  0.098
11 C -0.5898 3.0992 0.5726  0.585
12 C -1.5536 2.7269 -0.4937  0.922
13 C -2.4002 3.6381 -1.1009  -0.896
14 C -3.1884 3.2327 -2.1663  -0.738
15 C -3.0850 1.9270 -2.6043  -0.905
16 C -2.2327 1.0634 -1.9391  -0.532
17 N -1.5045 1.4332 -0.8814  0.579
18 H -1.1935 5.0386 0.6385  0.099
19 H -1.1621 6.5197 2.4705  0.365
20 H -0.2567 7.0844 4.6957  0.405
21 H 1.3350 5.5508 5.8123  0.407
22 H 2.0283 3.4636 4.6866  0.430
23 H -2.4531 4.6653 -0.7713  0.406
24 H -3.8537 3.9336 -2.6513  0.453
25 H -3.6511 1.5661 -3.4508  0.466
26 H -2.1211 0.0389 -2.2580  0.724
27 N 2.3558 -1.9173 -1.1522  -0.401
28 N 2.9979 -1.1171 -2.0972  -0.315
29 C 2.5134 0.0675 -2.4626  0.605
30 N 3.1962 0.7281 -3.4069  -0.435
31 S 1.1567 0.8876 -1.8303  -0.295
32 H 2.5815 -1.6443 -0.1984  0.198
33 H 2.6125 -2.8816 -1.3132  0.292
34 H 3.9541 -1.3282 -2.3506  0.234
35 H 3.9975 0.3330 -3.8699  0.190
36 H 2.8653 1.6269 -3.7109  0.216
37 N -0.8973 -0.3246 2.0343  -0.573
38 C -0.1394 -1.4780 2.6071  0.348
39 C -0.8897 -2.7959 2.4929  -0.386
40 C -2.1368 -2.9450 3.3613  -0.593
41 C -2.4431 -4.4102 3.6565  -1.223
42 N -2.4806 -5.2151 2.4309  -0.042
43 C -1.6002 -6.1308 2.0403  0.990
44 N -1.7126 -6.6629 0.8244  -0.103
45 N -0.6112 -6.5431 2.8333  -0.357
46 C 1.2065 -1.5895 1.8690  0.146
47 O 1.8902 -2.5830 1.9850  -0.694
48 O 1.5150 -0.5565 1.1363  -0.773
49 H -0.7748 0.4935 2.6254  0.435
50 H -1.8900 -0.5359 2.0183  0.236
51 H 0.0789 -1.2553 3.6553  0.560
52 H -0.1514 -3.5686 2.7190  0.676
53 H -1.1660 -2.9432 1.4465  -0.423
54 H -3.0063 -2.5105 2.8566  0.392
55 H -2.0391 -2.4188 4.3142  0.427
56 H -3.4020 -4.5211 4.1618  0.403
57 H -1.6930 -4.8194 4.3297  0.392
58 H -3.2120 -4.9966 1.7682  0.168
59 H -2.4177 -6.3424 0.1728  -0.087
60 H -1.1348 -7.4356 0.5426  0.202
61 H -0.4823 -6.1816 3.7596  0.139
62 H 0.0653 -7.2084 2.5017  0.210
63 Br -3.7812 -5.3334 -0.9486  -0.184
64 C -2.7594 -3.7334 -0.8134  -0.358
65 C -3.3499 -2.6028 -0.2744  -0.950
66 C -2.5778 -1.4608 -0.1151  0.346
67 C -1.2242 -1.4113 -0.4739  0.332
68 C -0.6945 -2.5468 -1.0896  -0.194
69 C -1.4464 -3.7071 -1.2505  -0.505
70 H -4.3916 -2.6122 0.0200  0.508
71 H -3.0676 -0.5887 0.3106  0.705
72 H 0.3415 -2.5485 -1.4022  0.355
73 H -1.0055 -4.5829 -1.7092  0.462


No. 6
This record from the Open Molecules 2025 dataset describes the molecule C6H15NO. The level of theory is ωB97M-V/def2-TZVPD.

Properties
HOMO, eV: -8.633
ΔE to the lowest compared entry with this formula, charge and spin, kcal per mole: 41.9
Orbital gap, eV: 9.5
LUMO level, eV: 0.899
Structure (SMILES): CCNCC[C@H](C)O

Last column: Mulliken charge in e.
Element x y z (Å)
1 C 0.5928 -2.0074 -1.7415  -0.930
2 C 1.9553 -1.3003 -1.4151  -0.526
3 N 1.9727 -0.3817 -0.2704  -0.336
4 C 0.8380 0.5102 -0.0885  -0.691
5 C -0.2343 0.0723 0.9573  -0.360
6 C -1.4497 0.9309 0.8372  0.309
7 C -1.4382 2.4000 1.2540  -1.252
8 O -2.5483 0.3650 1.6493  -0.575
9 H 0.8305 -2.9483 -2.2356  0.374
10 H 0.0864 -2.2497 -0.8178  0.224
11 H -0.0220 -1.3658 -2.3665  0.279
12 H 2.2547 -0.8621 -2.3689  0.236
13 H 2.6930 -2.0721 -1.1973  0.408
14 H 2.1242 -0.9219 0.5526  0.274
15 H 1.1758 1.4664 0.3240  0.284
16 H 0.3166 0.6766 -1.0302  0.313
17 H 0.2893 -0.0310 1.9181  0.250
18 H -0.4335 -0.9959 0.8200  0.221
19 H -1.8930 0.9302 -0.1703  0.211
20 H -2.2430 2.8862 0.7292  0.303
21 H -0.4849 2.9047 1.1104  0.337
22 H -1.6339 2.4711 2.3266  0.344
23 H -2.7483 -0.4774 1.2236  0.300


No. 7
This record from the Open Molecules 2025 dataset describes the molecule C5H6O2. The level of theory is ωB97M-V/def2-TZVPD.

Properties
HOMO, eV: -10.141
ΔE to the lowest compared entry with this formula, charge and spin, kcal per mole: 51.7
Orbital gap, eV: 11.1
LUMO level, eV: 0.991
Structure (SMILES): C=C1C[C@H]1OC=O

Last column: Mulliken charge in e.
Element x y z (Å)
1 C -1.7720 1.6764 0.2068  -0.711
2 C -0.8326 0.7588 0.2964  0.449
3 C -0.8050 -0.7029 0.3641  -0.567
4 C 0.4722 0.1111 0.3415  -0.179
5 O 1.2515 0.0760 -0.8389  -0.292
6 C 2.1432 -0.9293 -0.8639  0.126
7 O 2.3491 -1.7103 0.0265  -0.479
8 H -2.7479 1.2128 0.2207  0.241
9 H -1.6532 2.7520 0.1068  0.279
10 H -1.0644 -1.2220 -0.5549  0.220
11 H -1.0765 -1.2161 1.2818  0.226
12 H 1.0731 0.1245 1.2438  0.316
13 H 2.6626 -0.9309 -1.8308  0.371


No. 8
This record from the Open Molecules 2025 dataset describes a 2-piece molecular cluster, C2H9N2S overall. The level of theory is ωB97M-V/def2-TZVPD.

Properties
HOMO, eV: -2.571
ΔE to the lowest compared entry with this formula, charge and spin, kcal per mole: 10.4
Total charge: -1
Orbital gap, eV: 6.9
LUMO level, eV: 4.285

Last column: Mulliken charge in e.
Element x y z (Å)
1 C -2.3945 -0.5765 -1.5013  -0.764
2 S -1.5959 -1.3252 -0.0195  -0.696
3 H -2.9095 -1.3267 -2.0954  0.244
4 H -1.5747 -0.1638 -2.0997  0.165
5 H -3.1190 0.1920 -1.2540  0.200
6 N 0.8382 1.0894 -0.0408  -0.595
7 C 1.8501 0.4442 0.8233  -0.302
8 N 1.2768 -0.3280 1.8835  -0.621
9 H 0.0854 0.3900 -0.1578  0.107
10 H 1.2051 1.1185 -0.9937  0.219
11 H 2.4742 1.2472 1.2321  0.274
12 H 2.5350 -0.1654 0.2185  0.259
13 H 0.5304 -0.9016 1.4909  0.238
14 H 0.7981 0.3058 2.5139  0.272